83
Properties=species:S:1:pos:R:3:forces:R:3:lowdin_charge:R:1 method="wB97M-V/def2-TZVPD" total_charge=+1 orbital_gap_ev="4.612 / 4.933" spin_multiplicity=5 e_lumo_ev="-3.743 / -5.430" homo_ev="-8.4 / -10.4"
Ir -0.142171 -0.172368 0.065663 -0.249 -0.190 -0.101 1.618
C -4.484896 -5.143728 -3.911699 0.031 0.031 0.038 -0.066
C -3.173234 -5.525506 -3.666254 -0.019 -0.039 -0.039 -0.063
C -2.321835 -4.687837 -2.966980 0.111 0.125 0.012 -0.034
C -2.762898 -3.442095 -2.511784 -0.167 -0.228 -0.134 -0.193
C -4.074801 -3.052066 -2.800515 0.042 -0.021 0.134 -0.029
C -4.930015 -3.902320 -3.479938 -0.067 -0.050 -0.062 -0.063
C -1.892227 -2.520374 -1.762877 0.204 0.368 -0.074 -0.034
C -1.178559 -2.960964 -0.624242 -0.148 -0.431 0.053 -0.225
C -1.110917 -4.274898 -0.146473 -0.252 0.316 -0.165 0.018
C -0.110680 -4.312985 0.817132 0.335 0.232 0.203 0.011
C 0.375998 -3.013757 0.957703 -0.290 -0.495 -0.095 -0.208
C 1.398527 -2.561959 1.878058 0.048 0.497 0.229 -0.028
C 2.492246 -3.452720 2.301669 0.222 -0.085 0.009 -0.181
C 3.804690 -2.987665 2.131071 -0.173 -0.041 -0.062 -0.031
C 4.892084 -3.784696 2.439635 0.062 -0.065 0.019 -0.062
C 4.693437 -5.062427 2.942640 -0.025 0.038 -0.002 -0.067
C 3.401459 -5.521468 3.154071 0.011 -0.078 0.020 -0.062
C 2.310649 -4.731344 2.833226 -0.087 0.083 0.044 -0.027
C 1.392957 -1.260467 2.388789 -0.040 -0.357 -0.085 -0.243
N 0.692173 -0.199351 1.884346 0.286 -0.114 0.484 -0.081
C 0.845188 0.845975 2.767950 -0.061 0.256 -0.195 -0.220
C 0.447815 2.158932 2.541062 0.164 -0.338 -0.048 -0.033
C 0.563961 3.111183 3.663114 -0.050 0.155 0.201 -0.200
C 1.342753 4.266311 3.585417 0.044 -0.125 -0.057 -0.037
C 1.397695 5.145821 4.653475 0.042 0.047 0.028 -0.063
C 0.669948 4.892738 5.808104 0.008 -0.010 -0.047 -0.067
C -0.096922 3.740573 5.898184 -0.006 0.009 0.099 -0.062
C -0.140768 2.848635 4.840015 -0.014 0.004 -0.115 -0.028
C -0.015803 2.627767 1.285263 -0.215 0.356 -0.047 -0.226
C -0.322237 3.957322 0.961172 0.118 -0.251 0.257 0.014
C -0.668604 3.982618 -0.376177 -0.107 -0.283 -0.385 0.010
C -0.605267 2.660429 -0.848693 -0.099 0.504 0.354 -0.239
N -0.219556 1.831748 0.167631 0.053 -0.087 -0.174 -0.083
C -0.969061 2.241327 -2.175451 -0.072 -0.513 -0.203 -0.039
C -1.243211 0.919050 -2.505844 0.087 0.403 0.079 -0.220
C -1.662226 0.437864 -3.784252 -0.114 -0.204 -0.077 0.031
C -2.021053 -0.868613 -3.630824 0.029 0.242 -0.114 0.033
C -1.747737 -1.228260 -2.281180 0.039 -0.117 0.137 -0.222
N -1.231665 -0.140449 -1.614709 -0.078 0.018 -0.348 -0.084
C -1.154920 3.296474 -3.189041 -0.045 0.172 -0.174 -0.197
C -0.134003 4.214945 -3.454008 -0.029 -0.177 0.001 -0.034
C -0.311866 5.212144 -4.396856 0.051 0.007 -0.006 -0.064
C -1.515808 5.322398 -5.079196 0.006 0.031 -0.003 -0.069
C -2.540891 4.425774 -4.818142 -0.012 0.025 -0.038 -0.063
C -2.362879 3.420021 -3.882944 0.078 -0.017 0.167 -0.033
C 1.645295 0.412429 3.870259 0.146 -0.370 0.158 0.031
C 2.017179 -0.870715 3.618598 0.100 0.255 0.150 0.026
N -0.290647 -2.174993 0.098325 0.264 0.364 -0.006 -0.081
H -5.154917 -5.808723 -4.439789 0.006 0.012 -0.021 0.110
H -2.807169 -6.476386 -4.030425 -0.008 -0.003 0.018 0.110
H -1.291098 -4.976744 -2.811277 0.014 -0.024 0.044 0.121
H -4.433899 -2.089361 -2.458819 0.019 0.005 0.017 0.125
H -5.949751 -3.596816 -3.673730 0.007 0.013 0.010 0.110
H -1.737270 -5.094004 -0.451900 0.023 -0.015 -0.094 0.118
H 0.217774 -5.183588 1.353715 0.004 0.014 -0.034 0.099
H 3.959304 -2.001137 1.713291 0.033 0.010 0.000 0.114
H 5.896361 -3.415205 2.278909 -0.016 0.014 -0.006 0.110
H 5.538565 -5.697502 3.171461 0.006 0.021 0.026 0.110
H 3.243005 -6.505468 3.575654 -0.017 0.010 -0.004 0.111
H 1.314469 -5.092537 3.045320 0.011 -0.012 0.010 0.109
H 1.935312 4.452671 2.698587 -0.047 0.039 -0.031 0.122
H 2.016640 6.030927 4.586608 -0.005 -0.005 -0.003 0.110
H 0.706291 5.589335 6.634817 -0.001 -0.009 0.005 0.110
H -0.662835 3.534402 6.797217 0.003 -0.002 -0.010 0.111
H -0.740765 1.949524 4.908436 -0.024 0.020 0.006 0.126
H -0.301516 4.797463 1.632211 0.012 -0.020 0.060 0.117
H -0.984266 4.839119 -0.945509 0.027 0.007 -0.051 0.120
H -1.657711 1.008996 -4.696588 -0.069 0.043 0.012 0.123
H -2.375142 -1.548853 -4.387331 -0.030 0.031 0.004 0.129
H 0.811033 4.119980 -2.934237 0.006 0.042 0.035 0.118
H 0.495026 5.903263 -4.602039 -0.014 0.008 -0.005 0.110
H -1.653969 6.112713 -5.805053 -0.009 -0.021 -0.012 0.109
H -3.486249 4.512116 -5.337473 0.005 0.015 0.008 0.110
H -3.177666 2.746988 -3.651839 -0.018 -0.037 -0.017 0.122
H 1.907264 1.012758 4.725757 0.001 0.023 -0.045 0.126
H 2.622531 -1.520811 4.228251 -0.009 0.031 0.016 0.126
C 2.789819 1.663131 -1.037150 -0.011 0.092 -0.001 -0.113
O 2.422121 0.405246 -0.461828 0.029 -0.091 0.003 -0.181
H 3.865074 1.827992 -0.963918 -0.002 -0.056 -0.027 0.091
H 2.268149 2.491140 -0.549456 -0.008 -0.035 0.001 0.071
H 2.511695 1.630588 -2.088676 -0.028 -0.003 0.016 0.087
H 2.947094 0.260310 0.332288 -0.051 0.026 0.050 0.075

98
Properties=species:S:1:pos:R:3:forces:R:3:lowdin_charge:R:1 method="wB97M-V/def2-TZVPD" total_charge=0 orbital_gap_ev="6.007 / 6.080" e_above_lowest_ev=1.865 spin_multiplicity=2 e_lumo_ev="-0.902 / -0.902" homo_ev="-6.9 / -7.0"
Ti 0.553700 0.182325 -2.001754 -0.115 -1.320 -0.596 0.500
S -1.344738 -0.125907 -3.486337 -0.038 0.073 0.317 0.632
C -0.464138 -0.082259 -4.962939 2.104 1.034 -1.354 -0.727
C -1.268729 0.290553 -6.123730 -0.234 -0.369 -0.556 -0.285
N -1.984796 0.501114 -7.013922 0.851 -0.084 1.008 0.145
C 0.941226 -0.150261 -5.065670 -1.801 0.187 -0.980 -0.716
S 1.998844 -0.598492 -3.756211 0.136 0.077 0.059 0.596
C 1.590580 0.225908 -6.329123 -0.945 -0.219 1.092 -0.282
N 2.071262 0.648241 -7.284088 0.219 -0.085 -0.161 0.142
C 3.002215 -0.816242 3.056176 0.094 -0.090 -0.195 -0.064
N 2.773182 -0.617785 1.610559 1.291 0.269 -0.821 -0.081
C 1.735798 -0.173464 0.873265 -0.769 -0.201 0.442 -0.117
N 2.121626 0.040155 -0.384383 0.550 0.682 1.220 0.003
C 3.476794 -0.161601 -0.316322 -0.743 -0.681 -1.138 -0.195
N 3.920700 -0.624290 0.801140 -1.010 0.415 1.553 0.138
C 2.562665 0.395344 3.843112 -0.194 -0.162 1.100 -0.191
C 1.946137 0.174496 5.081799 0.344 2.195 -0.489 -0.009
C 1.539921 1.322733 5.809705 -0.489 -0.756 1.359 -0.068
C 1.647847 2.600302 5.338307 0.620 -0.111 -1.295 -0.004
C 2.235080 2.765489 4.048257 -0.418 0.178 2.210 -0.179
C 2.760622 1.716737 3.394846 0.307 -2.684 -1.808 0.017
C 2.425695 4.049331 3.503489 0.413 3.619 -2.654 -0.241
N 2.030581 5.213357 3.927837 0.732 -0.820 -0.258 0.118
N 2.474964 6.188519 3.027744 0.279 -0.701 0.001 0.119
C 3.098145 5.570109 2.078595 -0.585 -0.711 0.387 -0.278
O 3.089675 4.186864 2.222294 -0.645 1.129 2.053 0.087
C 3.553309 6.153146 0.801062 0.326 0.325 0.634 -0.136
C 4.316543 7.331501 0.678707 0.000 -0.845 -0.931 0.004
C 4.548026 7.807832 -0.620578 0.249 0.386 0.506 -0.067
C 4.051727 7.168267 -1.743495 0.245 -0.380 0.821 -0.036
C 3.344879 5.954577 -1.597682 0.670 2.142 -0.660 -0.164
C 2.893677 5.414686 -2.930679 -0.243 -1.061 -0.311 -0.086
N 2.106241 4.214254 -2.764379 -2.845 0.972 0.412 -0.103
C 2.357166 2.926557 -2.722755 -0.752 -0.799 -0.382 -0.097
N 1.211528 2.239167 -2.601375 0.262 0.784 0.806 -0.014
C 0.264343 3.222404 -2.482383 -0.176 -0.601 -0.245 -0.204
N 0.710104 4.435352 -2.569363 1.840 -0.272 -0.398 0.160
C 3.083034 5.482632 -0.312299 0.563 0.730 -1.924 0.028
H 4.109258 -1.049869 3.192066 -1.556 0.224 -0.361 0.158
H 2.364713 -1.642414 3.401482 0.520 -0.055 -0.206 0.126
H 0.681489 0.013485 1.228128 1.611 -0.706 -0.329 0.142
H 4.106153 -0.053228 -1.168930 0.284 0.019 -0.451 0.112
H 1.838156 -0.790971 5.524202 -0.124 -0.554 -0.012 0.107
H 1.120199 1.232707 6.835388 0.309 -0.284 -0.867 0.121
H 1.367767 3.454305 5.934963 -0.145 0.068 -0.112 0.118
H 3.254644 1.835191 2.416878 -0.222 0.143 0.601 0.138
H 4.860414 7.793263 1.492246 -0.512 -0.023 0.259 0.118
H 5.159289 8.708071 -0.755483 -0.271 -0.366 0.122 0.114
H 4.310402 7.608394 -2.707283 -0.336 -0.344 0.053 0.122
H 3.718077 5.113950 -3.585064 0.239 0.334 0.268 0.141
H 2.258535 6.110233 -3.531264 0.520 -0.369 0.788 0.152
H 3.338270 2.497507 -2.811903 0.099 -0.114 -0.124 0.148
H -0.782379 2.962664 -2.357096 0.251 0.259 -0.093 0.115
H 2.519181 4.600214 -0.236847 -0.713 -1.037 0.412 0.105
C -7.673477 -4.306366 -0.890408 0.052 -0.401 -0.538 -0.100
C -6.788310 -4.144460 -1.951255 -0.977 -0.105 -1.549 -0.095
C -5.434686 -3.959267 -1.767240 0.065 0.557 -0.749 -0.142
C -4.969703 -3.855792 -0.482808 0.748 0.831 2.213 -0.383
C -5.813266 -4.065743 0.615165 0.011 -0.135 -0.389 -0.102
C -7.165737 -4.354823 0.388438 0.860 0.436 0.279 -0.097
As -3.168666 -2.968271 -0.248198 -0.064 -0.745 0.239 1.361
C -2.294255 -3.493187 1.469821 -0.648 -1.195 -0.708 -0.319
C -2.411866 -2.822750 2.668837 0.441 -0.037 0.467 -0.135
C -1.585880 -3.208299 3.734787 0.275 -1.035 -0.433 -0.095
C -0.753485 -4.359267 3.641730 -1.110 1.505 -1.124 -0.073
C -0.676588 -5.045023 2.431938 -0.700 0.506 -0.540 -0.019
C -1.453792 -4.650821 1.321389 -0.177 1.755 1.354 -0.183
C -1.474017 -5.228163 -0.005381 -0.577 -1.366 -1.558 -0.206
C -0.823664 -6.418244 -0.422212 -0.666 1.153 -0.110 -0.011
C -1.039456 -6.892163 -1.724529 0.136 0.006 1.223 -0.088
C -1.806231 -6.162267 -2.605982 0.092 0.396 -1.256 -0.080
C -2.363651 -4.908026 -2.263511 -0.057 -1.745 -0.390 -0.095
C -2.341454 -4.562446 -0.927587 1.872 0.475 -0.231 -0.365
H -8.736015 -4.444468 -1.092525 0.290 0.020 0.130 0.105
H -7.191221 -4.135254 -2.990811 0.343 -0.052 0.913 0.117
H -4.771715 -3.764752 -2.626817 -0.551 -0.170 0.510 0.095
H -5.403024 -3.989645 1.630763 -0.298 -0.098 -0.418 0.097
H -7.800699 -4.547075 1.220703 -0.469 -0.077 0.526 0.091
H -3.153470 -2.020232 2.789660 0.564 -0.179 -0.059 0.099
H -1.574334 -2.615637 4.625041 -0.161 0.075 0.569 0.081
H -0.170057 -4.660646 4.480223 0.395 -0.153 0.445 0.087
H 0.005798 -5.857774 2.311430 0.272 -0.523 0.085 0.099
H -0.145413 -6.922695 0.251855 -0.058 -0.140 0.020 0.104
H -0.613181 -7.851145 -2.007424 -0.002 0.239 -0.111 0.103
H -1.873916 -6.568135 -3.634376 -0.168 0.531 0.636 0.112
H -2.884882 -4.344340 -3.046772 0.314 -0.141 0.539 0.099
C -2.923034 1.146427 -0.418010 -0.133 -0.614 -1.742 0.011
C -1.572847 1.292418 0.134133 2.328 -0.411 -0.763 -0.491
N -1.409799 1.425518 1.455716 -1.649 0.536 -0.100 0.205
O -0.524024 1.230890 -0.581312 -1.749 0.498 1.555 -0.166
H -3.633301 1.848469 -0.021959 -0.242 0.442 0.170 0.089
H -3.293335 0.137122 -0.200593 0.141 0.027 -0.003 0.061
H -2.836642 1.215981 -1.536154 -0.282 0.040 1.049 0.074
H -2.246119 1.730145 1.972993 1.030 -0.356 -0.040 0.142
H -0.489218 1.664458 1.761178 0.255 0.252 0.455 0.102
O 1.101777 -3.711368 -0.921801 0.104 -0.304 0.078 0.098
C 0.560985 -2.686178 -1.120390 -0.207 0.701 -0.139 -0.505
N 0.016274 -1.631865 -1.316659 0.314 -0.441 0.721 -0.063